# C2H9O2S

A cluster of 3 separate species, C2H9O2S in total (ωB97M-V/def2-TZVPD, the Open Molecules 2025 dataset).

The geometry in XYZ format:
```
14
Properties=species:S:1:pos:R:3:forces:R:3
C 1.69070 0.67777 -0.87231 -0.550 -0.165 0.114
C 0.48902 -0.11275 -0.31792 0.068 0.067 0.069
S -1.17557 0.54848 -0.72636 0.270 0.021 0.230
H 1.99811 1.48211 -0.19866 -0.111 0.107 -0.146
H 1.37736 1.08900 -1.83222 0.246 0.143 -0.022
H 2.54693 0.01506 -1.01941 0.115 0.012 -0.016
H 0.59737 -0.22464 0.77061 0.013 -0.059 -0.097
H 0.54406 -1.11815 -0.72905 0.046 -0.179 0.002
H -0.09224 1.44247 1.85218 -0.082 0.026 0.053
H -1.51607 1.77753 1.66593 0.168 -0.147 -0.006
O -0.83306 1.79910 2.35898 -0.051 0.104 -0.046
H -2.26456 -2.97723 0.13802 0.237 0.169 -0.363
H -1.59259 -1.72170 -0.44922 -0.243 -0.043 -0.420
O -1.76948 -2.67706 -0.64057 -0.126 -0.056 0.649
```
Forces are in eV/Å.

Computed properties:
HOMO-LUMO gap (eV): 7.102
Strongest force on any atom (eV Å⁻¹): 0.66
Total charge: -1
M (u): 97.16
E (hartree): -630.30945
E_LUMO (eV): 4.07
Relative energy (zero: lowest compared OMol25 entry of this formula, charge and spin) (kJ/mol): 20.3

How positive or negative is each atom? The Löwdin charges in e answer that: number 1, C, carries -0.216; number 2, C, carries -0.784; number 3, S, carries 0.236; number 4, H, carries 0.049; number 5, H, carries 0.037; number 6, H, carries 0.046; number 7, H, carries 0.031; number 8, H, carries 0.020; number 9, H, carries -0.021; number 10, H, carries -0.033; number 11, O, carries -0.137; number 12, H, carries 0.014; number 13, H, carries -0.091; number 14, O, carries -0.151

=====

# C4H8Cl2NO3S

The ion C4H8Cl2NO3S with charge -1 (ωB97M-V/def2-TZVPD, the Open Molecules 2025 dataset).

The geometry in XYZ format:
```
19
Properties=species:S:1:pos:R:3:forces:R:3
C -0.08181 -0.65652 -1.06946 2.737 0.917 -4.007
C 0.88944 -0.22393 0.08780 -1.067 -0.053 -1.392
C -0.01002 -0.56873 1.26720 3.098 -2.480 1.419
C 1.32496 1.23897 0.08081 -0.166 1.372 -3.300
N 0.25668 2.22268 -0.23738 1.120 -0.266 2.354
Cl 2.37605 1.61483 -1.45449 -0.192 -0.238 0.724
Cl 2.33063 1.66895 1.49639 -0.941 0.219 -0.324
S 2.35957 -1.37220 -0.01139 1.682 -1.239 -0.556
O 3.18673 -1.18572 1.17833 -0.741 0.366 0.000
O 1.67556 -2.66609 -0.01220 -0.192 0.198 -0.134
O 3.12704 -1.09592 -1.24178 -1.337 -0.234 0.944
H 0.53471 -1.00302 -2.01724 -1.046 1.063 1.627
H -0.49293 -1.55301 -0.76813 -0.903 -1.819 0.639
H -0.91403 -0.01053 -1.45956 0.943 -0.013 0.888
H -0.13523 0.24513 1.90820 -0.148 1.194 1.413
H -0.95177 -0.95462 0.96379 -0.688 -0.194 -0.096
H 0.60430 -1.43444 1.77780 -1.643 1.666 -0.319
H -0.43073 2.13254 0.48278 -0.824 0.113 0.187
H -0.13089 2.21905 -1.16499 0.308 -0.574 -0.068
```
Forces are in eV/Å.

Computed properties:
HOMO-LUMO gap (eV): 8.372
Strongest force on any atom (eV Å⁻¹): 4.94
Total charge: -1
M (u): 221.09
SMILES string: CC(C)(C(N)(Cl)Cl)S(=O)(=O)[O-]
E (hartree): -1756.29641
E_LUMO (eV): 3.32
Relative energy (zero: lowest compared OMol25 entry of this formula, charge and spin) (kJ/mol): 83.3

How positive or negative is each atom? The Löwdin charges in e answer that: number 1, C, carries -0.108; number 2, C, carries -0.609; number 3, C, carries -0.089; number 4, C, carries -1.081; number 5, N, carries -0.052; number 6, Cl, carries 0.555; number 7, Cl, carries 0.648; number 8, S, carries 0.391; number 9, O, carries -0.398; number 10, O, carries -0.374; number 11, O, carries -0.428; number 12, H, carries 0.115; number 13, H, carries 0.023; number 14, H, carries 0.086; number 15, H, carries 0.038; number 16, H, carries 0.058; number 17, H, carries 0.126; number 18, H, carries 0.052; number 19, H, carries 0.047